# 1
The following is a quantum chemistry calculation of 2 unconnected molecules or ions with the total composition C3H3N2, from OMol25.

Geometry as XYZ:
```
8
Properties=species:S:1:pos:R:3:forces:R:3:lowdin_charge:R:1
C 4.596 -0.138 0.054 -9.873 1.188 -0.581 0.042
C 2.493 0.311 -0.132 6.707 -1.975 0.482 0.279
C 0.019 0.037 0.085 -1.428 0.302 2.154 0.000
N 5.708 -0.012 0.040 4.907 0.265 0.026 0.192
N 1.411 -0.023 -0.086 -0.364 1.844 -0.882 0.052
H 0.032 -0.481 1.099 -1.264 0.849 -0.904 0.148
H -0.472 1.119 0.082 1.563 -2.237 0.091 0.183
H -0.456 -0.606 -0.630 -0.247 -0.236 -0.385 0.104
```
Positions in Å, forces in eV/Å.

Values from the calculation:
- energy above the lowest of the compared OMol25 structures with the same formula, charge and spin (kcal per mole) = 111.7
- HOMO energy (eV) = -18.69
- charge = +1
- orbital gap (hartree) = 0.334
- total energy (a.u.) = -225.0798



# 2
The following is a quantum chemistry calculation of a gas-phase ion, C3H3N2 (charge +1), from OMol25.

Geometry as XYZ:
```
8
Properties=species:S:1:pos:R:3:forces:R:3:lowdin_charge:R:1
N -2.409 -0.215 -0.019 -2.060 -0.028 -0.821 0.246
C -1.403 -0.256 0.492 0.072 -0.468 0.521 -0.245
C -0.061 -0.171 0.941 2.499 0.584 -2.228 -0.023
C 0.667 0.078 -0.446 -0.544 -0.513 0.503 0.114
N 1.045 0.228 -1.519 0.698 0.578 1.110 0.392
H 0.056 0.822 1.408 0.418 -0.720 0.688 0.158
H 0.403 -1.101 1.355 -0.432 1.034 0.193 0.167
H 1.702 0.614 -2.212 -0.651 -0.467 0.034 0.191
```
Positions in Å, forces in eV/Å.

Values from the calculation:
- energy above the lowest of the compared OMol25 structures with the same formula, charge and spin (kcal per mole) = 0.0
- HOMO energy (eV) = -17.30
- charge = +1
- orbital gap (hartree) = 0.427
- SMILES = N#CCC#[NH+]
- total energy (a.u.) = -225.2579



# 3
The following is a quantum chemistry calculation of a gas-phase ion, C3H3N2 (charge +1), from OMol25.

Geometry as XYZ:
```
8
Properties=species:S:1:pos:R:3:forces:R:3:lowdin_charge:R:1
C 1.179 0.145 -1.096 -0.417 -1.249 0.443 0.240
N 0.471 -0.100 -0.120 -0.154 1.329 -1.642 0.109
C -0.287 -0.100 0.832 0.215 -1.837 4.055 0.006
C -1.722 -0.056 0.790 2.480 0.003 -0.072 -0.101
N -2.841 0.122 0.754 -1.944 0.156 -0.014 0.266
H 1.498 -0.751 -1.528 0.982 -0.943 -1.577 0.131
H 1.352 1.128 -1.392 0.681 1.588 -0.505 0.133
H 0.351 -0.387 1.760 -1.842 0.952 -0.687 0.216
```
Positions in Å, forces in eV/Å.

Values from the calculation:
- energy above the lowest of the compared OMol25 structures with the same formula, charge and spin (kcal per mole) = 11.7
- HOMO energy (eV) = -17.73
- charge = +1
- orbital gap (hartree) = 0.410
- SMILES = C=[N+]=CC#N
- total energy (a.u.) = -225.2391



# 4
The following is a quantum chemistry calculation of a gas-phase ion, C3H3N2O (charge -1), from OMol25.

Geometry as XYZ:
```
9
Properties=species:S:1:pos:R:3:forces:R:3:lowdin_charge:R:1
N 3.308 -0.452 0.154 0.747 0.036 0.100 0.065
C 2.189 -0.507 -0.124 0.305 0.080 0.273 -0.317
C 0.840 -0.614 -0.393 -1.974 0.066 -3.614 -0.281
C -0.235 -0.078 0.478 -0.708 -0.547 -1.528 -0.224
N -0.266 -1.523 0.538 -0.479 0.684 -0.183 -0.211
O -1.205 -1.930 -0.248 -0.861 -1.261 -0.451 -0.340
H 0.474 -0.723 -1.482 1.044 -0.118 1.891 0.137
H 0.265 0.243 1.292 0.817 1.849 3.072 0.052
H -1.127 0.480 0.072 1.108 -0.789 0.441 0.120
```
Positions in Å, forces in eV/Å.

Values from the calculation:
- energy above the lowest of the compared OMol25 structures with the same formula, charge and spin (kcal per mole) = 10.2
- HOMO energy (spin up / spin down) (eV) = -2.74 / -2.74
- charge = -1
- orbital gap (spin up / spin down) (hartree) = 0.266 / 0.266
- SMILES = N#C[C@@H]1CN1[O-]
- total energy (a.u.) = -300.7646



# 5
The following is a quantum chemistry calculation of a gas-phase ion, C3H3N2O (charge +1), from OMol25.

Geometry as XYZ:
```
9
Properties=species:S:1:pos:R:3:forces:R:3:lowdin_charge:R:1
C 1.336 0.048 0.000 1.229 0.361 0.009 0.043
C -0.112 0.132 -0.003 -0.241 -2.625 0.020 -0.144
C -1.072 -0.999 0.000 2.722 0.093 -0.024 -0.071
N -2.150 -1.352 0.001 -1.661 -2.075 0.005 0.274
N -1.009 1.007 -0.002 -2.088 1.031 -0.001 0.171
O -2.158 1.102 0.003 0.467 2.943 -0.001 0.349
H 1.754 0.500 -0.905 -0.070 0.051 0.074 0.128
H 1.660 -0.996 0.034 -0.308 0.164 -0.009 0.124
H 1.752 0.559 0.872 -0.050 0.057 -0.074 0.127
```
Positions in Å, forces in eV/Å.

Values from the calculation:
- energy above the lowest of the compared OMol25 structures with the same formula, charge and spin (kcal per mole) = 144.8
- HOMO energy (spin up / spin down) (eV) = -17.46 / -17.46
- charge = +1
- orbital gap (spin up / spin down) (hartree) = 0.283 / 0.283
- SMILES = CC(C#N)=[N+]=O
- total energy (a.u.) = -300.3386



# 6
The following is a quantum chemistry calculation of 2 unconnected molecules or ions with the total composition C3H3N2O2S, from OMol25.

Geometry as XYZ:
```
11
Properties=species:S:1:pos:R:3:forces:R:3:lowdin_charge:R:1
C 0.883 0.395 0.903 2.304 1.463 1.461 -0.681
C -0.258 -1.207 -0.701 -0.408 -0.548 -0.303 0.050
C -0.020 1.027 1.743 -0.566 0.304 -0.232 -0.393
N 0.313 -0.537 0.048 -0.464 -0.735 -0.796 -0.006
N -2.456 1.399 2.715 -0.307 -0.343 -0.575 -0.551
O 2.124 0.538 0.843 -0.953 -0.173 -0.155 -0.046
O 0.402 -1.609 -3.484 1.191 -0.761 -1.297 -0.085
S -1.719 0.701 1.615 0.356 0.816 1.249 0.687
H 0.267 1.859 2.405 -0.060 -0.673 -0.323 0.064
H 0.893 -1.378 -2.705 0.152 0.086 0.579 -0.026
H -0.428 -1.188 -3.382 -1.245 0.563 0.392 -0.013
```
Positions in Å, forces in eV/Å.

Values from the calculation:
- energy above the lowest of the compared OMol25 structures with the same formula, charge and spin (kcal per mole) = 76.8
- HOMO energy (eV) = -4.32
- charge = -1
- orbital gap (hartree) = 0.291
- total energy (a.u.) = -774.2449